{"formula": "C3H4N3S", "method": "ωB97M-V/def2-TZVPD", "lumo_ev": [-7.945, -7.945], "homo_ev": [-13.53, -13.53], "multiplicity": 1, "charge": 1, "relative_energy_kj_mol": 201.1, "orbital_gap_ev": [5.58, 5.58], "elements": ["C", "C", "C", "N", "N", "N", "S", "H", "H", "H", "H"], "xyz": [[0.117712, 1.019052, -0.078487], [-0.329184, -0.309315, -0.015315], [2.020860, -0.211122, 0.009007], [1.522419, 1.006670, 0.074216], [0.731905, -1.092375, 0.055399], [-1.640572, -0.728370, -0.132043], [-2.933692, 0.282998, -0.023267], [-0.459333, 1.977590, -0.293357], [1.904026, 1.922444, 0.142290], [0.739671, -2.092542, 0.317739], [-1.673809, -1.775028, -0.056180]], "atomic_forces_ev_per_a": [[-0.2, 1.4, 0.1], [-1.1, 2.0, -0.6], [-0.7, -3.8, 1.0], [-5.3, 0.0, -0.9], [4.0, 0.5, 0.0], [0.2, 0.9, 1.3], [1.1, -1.7, -0.4], [0.9, -1.6, 0.5], [1.5, 0.2, -0.2], [0.4, 1.1, -0.5], [-0.8, 1.0, -0.5]]}